[1]
56
Properties=species:S:1:pos:R:3:forces:R:3:lowdin_charge:R:1 method="wB97M-V/def2-TZVPD" homo_lumo_gap_ha=0.2530 total_charge=+1 lumo_energy_ev=-3.97 e_homo_ev=-10.85 multiplicity=1
C -5.59132 -3.52063 2.74101 -0.07 -0.05 0.07 -0.054
O -5.26994 -3.37996 1.35833 0.18 0.11 -0.02 -0.266
C -4.98896 -4.58223 0.69231 -0.08 -0.07 -0.01 -0.187
C -4.66041 -4.28298 -0.79435 -0.01 -0.01 0.11 -0.237
C -3.16308 -4.53830 -1.02562 0.06 0.01 0.00 -0.059
N -2.59449 -3.27997 -0.46523 -0.01 -0.05 0.09 0.143
C -3.44469 -2.32680 -0.49028 -0.01 0.17 0.09 -0.004
C -4.69635 -2.78098 -1.15791 0.23 -0.21 -0.12 -0.667
Br -6.26677 -1.73018 -0.93255 -0.12 0.07 0.06 0.839
H -6.62202 -3.19971 2.90066 0.05 -0.03 0.01 0.098
H -5.48602 -4.55723 3.07134 0.01 0.07 -0.02 0.094
H -4.92021 -2.89122 3.32735 -0.04 -0.03 -0.04 0.095
H -4.12452 -5.06031 1.17609 -0.08 -0.09 -0.10 0.129
H -5.82184 -5.29304 0.74672 -0.04 0.15 0.04 0.140
H -5.30649 -4.84605 -1.46463 0.15 -0.06 -0.01 0.155
H -2.88836 -4.61126 -2.08150 0.01 0.03 0.06 0.145
H -2.76417 -5.39249 -0.48360 -0.01 0.02 -0.06 0.137
H -1.63581 -3.19416 -0.10394 -0.08 0.04 -0.12 0.140
H -3.22373 -1.33463 -0.11118 0.02 -0.05 -0.06 0.167
H -4.46453 -2.71273 -2.23027 -0.09 0.02 0.04 0.119
F 0.07341 -3.08624 0.35709 0.01 0.00 0.00 -0.010
C 1.01654 -2.09247 0.14384 -0.05 0.02 0.00 -0.257
C 2.05130 -1.98304 1.04309 -0.03 -0.01 0.01 -0.003
C 2.98246 -0.97677 0.82540 0.02 -0.04 0.01 -0.057
C 2.86013 -0.12917 -0.26665 0.02 0.05 0.01 -0.071
C 1.80014 -0.27317 -1.14764 0.00 0.03 -0.06 -0.077
C 0.85378 -1.26983 -0.94683 -0.03 -0.04 0.01 -0.025
H 2.12003 -2.65637 1.88610 0.00 -0.01 -0.01 0.124
H 3.80564 -0.84995 1.51412 -0.01 0.00 0.00 0.108
H 3.59123 0.65192 -0.42278 0.00 -0.01 0.00 0.103
H 1.70155 0.39567 -1.99225 0.01 -0.02 -0.02 0.108
H 0.02197 -1.40435 -1.62661 0.01 -0.01 -0.01 0.110
F 2.07366 3.45224 -2.33441 0.01 0.00 0.00 0.048
C 0.74757 3.57253 -2.10441 0.01 -0.03 -0.01 -0.286
C -0.01374 4.34304 -2.95920 0.00 0.01 -0.01 -0.009
C -1.37399 4.45189 -2.70701 -0.01 0.00 0.01 -0.076
C -1.94617 3.79891 -1.62280 0.01 -0.01 -0.01 -0.096
C -1.15267 3.02926 -0.78312 -0.01 0.03 -0.03 -0.088
C 0.20971 2.91035 -1.02067 0.00 -0.05 0.09 -0.029
H 0.45472 4.84605 -3.79376 0.01 0.00 0.00 0.122
H -1.98826 5.05634 -3.36082 0.00 0.00 0.00 0.109
H -3.00543 3.90003 -1.42888 0.00 0.00 0.00 0.101
H -1.58953 2.52925 0.07202 0.00 0.01 0.01 0.101
H 0.85252 2.32343 -0.37818 -0.01 0.02 0.02 0.105
F 4.24055 1.59104 2.02723 0.01 0.02 0.02 0.033
C 5.11387 2.60124 1.77980 -0.02 0.00 -0.02 -0.280
C 6.21648 2.73680 2.59612 0.01 0.00 0.01 -0.016
C 7.10361 3.77030 2.32959 0.01 0.01 -0.01 -0.077
C 6.87714 4.63687 1.26915 0.00 0.00 0.00 -0.089
C 5.75592 4.47288 0.46802 0.01 0.01 0.00 -0.076
C 4.85734 3.44511 0.71914 -0.01 0.01 -0.01 -0.020
H 6.36960 2.05006 3.41712 -0.01 0.00 0.00 0.118
H 7.97631 3.89659 2.95617 0.00 0.00 0.00 0.108
H 7.57296 5.43985 1.06860 0.00 0.00 0.00 0.104
H 5.57407 5.14821 -0.35730 0.00 0.00 0.00 0.108
H 3.97338 3.30342 0.11103 0.00 0.00 0.00 0.104

[2]
65
Properties=species:S:1:pos:R:3:forces:R:3:lowdin_spin:R:1 method="wB97M-V/def2-TZVPD" relative_energy_ev=1.2782 homo_lumo_gap_ha="0.2807 / 0.2215" total_charge=0 lumo_energy_ev="-0.50 / -2.09" e_homo_ev="-8.14 / -8.12" multiplicity=2 s_squared=0.7573
Ti 0.41088 0.75285 -0.03696 -0.16 -0.22 0.30 -0.028
O 3.56514 -0.21472 2.36311 -0.01 0.01 0.02 0.000
C 4.26623 0.94666 2.36855 0.01 0.00 0.02 0.000
C 5.49694 0.93812 3.01856 -0.01 -0.01 -0.01 0.000
C 6.25654 2.09085 3.09089 0.00 0.01 0.00 0.000
C 5.80739 3.27091 2.51028 0.00 -0.01 0.00 0.000
C 4.58486 3.27606 1.86288 0.00 -0.01 -0.02 0.000
C 3.80021 2.13055 1.78902 0.00 0.02 -0.02 0.000
C 2.44477 2.20527 1.14580 -0.01 0.00 0.04 0.002
O 2.15308 1.05934 0.35059 -0.11 -0.01 -0.12 0.022
N 1.41078 2.30832 2.15605 0.05 0.04 0.10 0.004
N 0.19234 1.81747 1.59393 0.13 -0.01 -0.14 0.017
C -0.78844 1.84856 2.58866 0.04 -0.06 0.20 0.000
C -1.98105 1.30493 2.60786 -0.10 0.12 -0.30 0.008
Br 0.24416 -1.38272 1.33612 -0.08 0.13 -0.04 0.000
C -3.19722 0.82993 2.67314 0.04 -0.08 0.13 0.001
C -4.42576 1.60919 2.40650 0.00 0.00 0.04 0.000
C -4.46858 2.99053 2.58814 0.01 -0.03 0.02 0.000
C -5.60893 3.71118 2.27112 -0.02 0.01 -0.01 0.000
C -6.73399 3.06044 1.77765 0.01 0.03 0.00 0.000
C -6.71640 1.67990 1.63122 0.00 -0.03 0.00 0.000
C -5.57342 0.96057 1.95305 -0.04 0.03 0.05 0.000
H 2.85838 -0.18288 1.69834 0.01 0.00 -0.01 0.000
H 5.83607 0.00870 3.45636 0.00 0.00 0.00 0.000
H 7.21229 2.06614 3.59854 0.00 0.00 0.00 0.000
H 6.40427 4.17114 2.55896 0.00 0.00 0.00 0.000
H 4.21739 4.18582 1.40197 0.00 0.00 0.00 0.000
H 2.38781 3.08329 0.49250 -0.02 0.00 0.00 0.001
H 1.66590 1.72544 2.95436 -0.03 -0.09 -0.05 0.000
H -0.46401 2.32254 3.51351 0.01 0.02 -0.02 0.000
H -3.33431 -0.22089 2.92022 0.01 0.01 0.08 0.000
H -3.59672 3.49236 2.98915 0.02 0.01 -0.01 0.000
H -5.62646 4.78343 2.42064 0.00 0.00 0.00 0.000
H -7.62548 3.62292 1.53346 0.00 0.00 0.00 0.000
H -7.59762 1.16115 1.27567 0.00 0.00 0.00 0.000
H -5.56322 -0.11832 1.84344 0.00 0.00 0.01 0.000
S 0.90641 2.46648 -1.91008 -0.12 0.09 -0.03 0.357
C 0.11379 1.91582 -3.35525 0.03 0.07 0.01 0.027
S -1.33538 2.78446 -3.37876 -0.02 -0.01 0.10 0.563
C 0.60113 1.02495 -4.26130 0.00 -0.02 -0.07 0.001
C 1.82213 0.32000 -4.04064 0.00 0.03 0.03 0.004
N 2.78714 -0.27799 -3.85299 0.01 -0.02 -0.04 0.001
C -0.17125 0.69917 -5.41623 0.04 0.01 0.00 0.010
N -0.82812 0.40671 -6.31573 -0.01 0.00 -0.01 0.003
C -1.51299 -1.44409 -3.38204 0.00 -0.05 0.00 0.000
S -0.86253 -1.63661 -1.73310 0.04 0.01 -0.07 0.000
C 0.12252 -3.10321 -1.96065 0.00 -0.01 0.05 0.000
O 0.17820 -0.51734 -1.64950 0.03 0.01 0.11 0.001
H -0.71692 -1.51773 -4.11961 -0.01 -0.01 0.02 0.000
H -1.97681 -0.45853 -3.42363 -0.01 -0.01 -0.01 0.001
H -2.26551 -2.21638 -3.54373 0.01 0.00 0.00 0.000
H -0.54580 -3.95824 -2.06019 0.00 0.01 -0.03 0.000
H 0.71807 -3.19860 -1.05492 0.00 -0.02 0.00 0.000
H 0.75766 -2.98113 -2.83629 0.02 0.03 0.01 0.000
C -2.08075 3.81400 0.08269 0.00 0.00 -0.06 0.001
N -3.04384 2.76790 -0.21534 0.02 0.00 -0.08 0.002
C -2.75212 1.47806 -0.35881 -0.06 -0.05 0.13 0.000
N -3.76599 0.61999 -0.62077 0.07 0.01 -0.22 0.000
O -1.59556 1.00645 -0.26905 0.22 0.09 -0.18 -0.001
H -2.18302 4.62411 -0.63710 0.00 0.00 -0.01 0.001
H -1.07856 3.40887 0.00651 0.01 0.00 0.00 0.000
H -2.23441 4.19263 1.09253 -0.01 0.00 0.02 0.000
H -4.01850 3.02200 -0.21637 -0.01 0.00 0.00 0.000
H -4.72324 0.90654 -0.50875 0.02 -0.01 0.05 0.000
H -3.54971 -0.35482 -0.49911 0.00 0.00 0.02 0.000

[3]
60
Properties=species:S:1:pos:R:3:forces:R:3:lowdin_spin:R:1 method="wB97M-V/def2-TZVPD" relative_energy_ev=0.0000 homo_lumo_gap_ha="0.2589 / 0.2627" total_charge=0 lumo_energy_ev="-0.19 / -0.31" e_homo_ev="-7.24 / -7.46" multiplicity=4 s_squared=3.7902
Cr 8.21684 8.56639 11.20032 -0.92 1.91 0.10 2.861
C 7.05191 5.39560 9.32479 -0.63 0.31 -0.36 0.000
C 7.28204 6.45130 8.17135 -0.61 -0.46 -0.11 -0.001
C 8.28112 7.56640 8.45344 1.63 1.31 -1.14 0.006
N 7.92847 8.80003 9.19602 -1.38 -2.20 0.80 -0.017
C 6.97178 9.65636 8.82628 1.08 -0.24 1.20 0.003
C 6.61811 9.80521 7.49250 -1.10 -0.03 -1.44 0.007
C 5.86801 10.80512 6.83184 0.89 -0.39 1.79 0.003
C 5.15862 11.82526 7.45995 -0.45 0.15 0.07 0.010
C 4.96733 12.01370 8.83030 0.69 -0.30 0.41 0.004
C 5.56921 11.41026 9.98054 -2.63 2.40 -2.05 0.013
C 6.56995 10.50235 9.98129 2.55 -0.38 0.25 0.009
N 7.39462 10.40660 11.02548 -0.08 -1.67 -0.44 -0.007
C 7.37056 11.37279 12.08548 -1.26 -0.06 0.23 0.001
C 8.50068 11.20176 13.11091 1.85 1.56 -0.09 0.000
C 8.54777 9.88517 13.92283 1.73 -0.04 1.24 -0.001
N 8.19718 8.71074 13.18909 -1.47 -1.25 0.47 -0.028
C 7.69810 7.63452 13.85280 1.62 0.65 -1.08 0.007
C 8.21736 7.24473 15.10722 -1.15 -0.06 0.64 0.026
C 7.64348 6.32496 15.97436 -1.22 -1.24 0.49 0.003
C 6.55265 5.38696 15.82646 0.85 1.21 1.23 0.034
C 5.76117 5.22056 14.72663 0.16 0.21 -2.01 0.005
C 5.91854 5.81707 13.43912 -0.37 -0.52 0.96 0.039
C 6.75989 6.86317 13.01386 0.01 0.40 -0.33 0.004
N 6.70567 7.40242 11.79332 -0.95 -1.05 -1.46 -0.026
C 5.61039 6.95480 10.87972 0.62 0.46 -0.35 0.003
C 5.78133 5.58346 10.20763 0.87 -0.08 1.02 0.000
H 7.97358 5.37718 9.90784 -0.07 0.01 0.23 0.000
H 6.96274 4.39489 8.85859 0.06 0.47 0.21 0.000
H 6.38462 6.96608 7.74994 0.08 -0.70 0.64 0.000
H 7.67261 5.87561 7.29362 -0.08 0.50 0.72 0.000
H 8.63656 7.87506 7.44924 0.02 -0.02 0.24 0.001
H 9.20321 7.21288 8.95177 -0.63 -0.23 -0.30 0.001
H 7.04087 8.96684 6.92783 -0.09 0.82 -0.44 0.000
H 5.93460 10.88332 5.76868 -0.11 -0.44 -0.60 0.000
H 4.62436 12.56334 6.83501 0.45 -0.59 0.20 0.001
H 4.32050 12.87275 8.96335 -0.13 -0.12 0.74 0.000
H 5.29089 11.82397 10.93968 -0.13 0.09 -0.12 0.001
H 6.37549 11.30730 12.59292 0.58 0.05 0.18 0.001
H 7.33872 12.36032 11.58028 0.48 -0.11 0.61 -0.001
H 8.42200 12.07834 13.83706 -0.01 -1.19 -0.74 0.000
H 9.55456 11.38884 12.61929 -2.11 -0.58 0.60 0.000
H 7.97920 9.92617 14.87555 -0.21 0.21 -0.62 -0.001
H 9.59146 9.71431 14.29916 -0.37 0.72 -0.26 -0.001
H 9.07579 7.79913 15.48751 -0.30 -0.02 -0.13 0.001
H 8.00711 6.29047 17.00782 0.44 0.09 -0.51 0.000
H 6.25182 4.81757 16.73194 0.48 0.50 -0.67 0.002
H 4.95263 4.48231 14.80181 0.33 0.30 -0.07 -0.001
H 5.27270 5.41701 12.65388 0.07 0.26 0.68 0.002
H 5.44538 7.68137 10.06880 0.52 0.17 0.35 0.000
H 4.69169 7.01424 11.45229 -0.38 -0.32 0.16 0.000
H 4.93385 5.37086 9.59521 -0.82 0.20 -0.62 0.000
H 5.67638 4.84204 11.02968 0.72 -0.02 -0.84 0.000
Cl 12.33452 6.47017 12.06719 -0.07 -0.36 0.05 0.001
C 12.09313 7.96297 11.18927 1.13 0.81 1.27 0.000
Cl 13.12288 7.90541 9.72642 -1.11 0.22 0.16 0.001
Cl 12.87793 9.29611 12.28734 -0.98 -0.80 -0.97 0.000
C 10.53185 8.24542 11.07890 1.24 -0.31 -0.23 0.016
O 9.76582 7.23664 11.17177 0.58 0.71 -0.13 0.016
O 10.13657 9.42245 10.96237 0.07 -0.92 0.15 0.002

[4]
93
Properties=species:S:1:pos:R:3:forces:R:3:lowdin_charge:R:1 method="wB97M-V/def2-TZVPD" relative_energy_ev=0.0000 homo_lumo_gap_ha=0.2848 total_charge=+1 lumo_energy_ev=-4.14 e_homo_ev=-11.89 multiplicity=1
C -4.69862 -3.88124 -0.88731 -0.45 0.31 0.96 0.019
N -3.54693 -3.82739 -1.43874 -0.26 -0.38 -0.26 0.180
C -2.68065 -2.88888 -0.68900 0.74 0.61 0.78 -0.246
C -1.37376 -2.43964 -1.27279 -0.68 -0.26 -0.66 -0.179
C -0.50893 -3.38047 -1.82320 0.44 0.45 -0.18 -0.038
C 0.71436 -2.94607 -2.32183 0.02 -0.04 0.09 -0.066
C 1.05755 -1.60274 -2.26065 0.08 0.39 0.05 -0.050
C 0.19414 -0.66161 -1.71410 -0.12 -0.58 0.28 -0.118
C -1.03031 -1.09723 -1.21977 0.11 0.26 -0.12 -0.027
C -3.74397 -1.89547 -0.24934 -0.79 -0.26 0.32 -0.138
C -4.75486 -2.95165 0.29759 0.27 0.42 -0.66 -0.080
H -5.54950 -4.45593 -1.22955 0.27 -0.34 -0.31 0.158
H -3.27982 -4.34796 -2.26739 0.11 0.03 0.00 0.188
H -2.42883 -3.43105 0.23357 0.07 -0.09 -0.15 0.074
H -0.75116 -4.43586 -1.87516 -0.09 -0.04 0.11 0.108
H 1.43156 -3.64307 -2.73427 -0.27 0.09 0.07 0.011
H 2.01495 -1.25870 -2.62850 0.07 -0.16 -0.09 0.116
H 0.47348 0.38706 -1.66075 0.00 -0.65 0.31 0.004
H -1.71632 -0.37778 -0.79248 0.03 -0.10 -0.09 0.037
H -4.27953 -1.42781 -1.07864 0.64 0.20 -0.13 0.044
H -3.41242 -1.11909 0.42949 -0.05 -0.35 0.31 0.055
H -4.29484 -3.42337 1.17269 -0.17 -0.28 0.04 0.141
H -5.75494 -2.61508 0.54772 -0.06 0.05 -0.05 0.106
C -3.59170 2.01937 2.14617 -0.04 -0.04 0.11 -1.502
Cl -2.76246 1.22865 0.78907 0.02 0.38 0.09 0.584
Cl -5.30033 1.58905 2.16673 0.20 0.09 0.13 0.496
Cl -2.82079 1.59392 3.66768 0.00 0.01 -0.04 0.560
H -3.51016 3.08961 2.00858 0.02 -0.01 -0.05 0.020
C 0.54324 3.51927 -3.79581 -0.07 0.02 -0.13 -1.510
Cl 2.29757 3.62962 -3.94521 -0.02 -0.06 -0.01 0.569
Cl -0.23426 3.74765 -5.35716 0.01 0.00 0.05 0.551
Cl 0.08602 1.95868 -3.08820 -0.03 0.68 -0.45 0.608
H 0.20860 4.30460 -3.13095 0.01 -0.02 0.03 0.018
C 4.71818 6.24332 -3.07021 0.08 0.11 -0.03 -1.567
Cl 4.34821 7.32352 -1.72560 -0.01 -0.02 0.05 0.530
Cl 4.43263 7.04205 -4.61485 -0.02 -0.06 0.04 0.534
Cl 6.38399 5.66383 -2.96182 -0.01 -0.03 0.02 0.535
H 4.05957 5.38798 -3.00365 0.02 0.03 0.02 -0.062
C -7.21715 -0.72318 -1.82968 -0.16 0.17 -0.02 -1.528
Cl -6.82232 0.06822 -0.30360 0.04 -0.08 -0.10 0.520
Cl -8.60911 0.02274 -2.59523 0.05 -0.04 0.02 0.571
Cl -5.81145 -0.69154 -2.91021 -0.09 -0.06 -0.16 0.565
H -7.46037 -1.75771 -1.62224 -0.01 0.00 -0.03 0.008
C -3.98218 -7.85718 -0.78953 -0.01 -0.11 0.00 -1.566
Cl -3.14612 -8.61285 -2.14532 0.02 0.05 0.00 0.553
Cl -5.69127 -8.28934 -0.78447 0.00 0.08 0.01 0.549
Cl -3.21268 -8.28413 0.73377 -0.06 -0.07 -0.01 0.537
H -3.90903 -6.78412 -0.90705 0.03 0.00 0.00 -0.032
C -8.68419 0.01437 4.48304 0.15 0.14 0.14 -1.547
Cl -8.18915 0.36215 2.82133 -0.18 -0.13 -0.01 0.451
Cl -7.33099 -0.66413 5.39085 -0.03 -0.04 0.00 0.534
Cl -9.29924 1.46469 5.27434 0.15 -0.06 0.08 0.526
H -9.47802 -0.72062 4.45626 -0.02 0.02 -0.06 0.008
C 7.55662 6.35673 0.94713 0.08 -0.02 0.03 -1.523
Cl 6.99067 7.82951 1.73956 -0.06 0.09 -0.05 0.540
Cl 9.30156 6.20076 1.10688 -0.04 -0.07 0.00 0.527
Cl 6.73663 4.94187 1.61500 -0.03 0.02 -0.01 0.539
H 7.31345 6.42502 -0.10601 -0.03 0.00 0.01 -0.023
C 12.82169 5.59529 -0.00707 0.05 -0.08 -0.06 -1.575
Cl 14.57307 5.69822 -0.17021 -0.02 0.03 0.02 0.537
Cl 12.03292 5.86860 -1.56363 -0.02 0.04 0.04 0.507
Cl 12.34697 4.03431 0.66788 -0.02 0.05 0.01 0.516
H 12.50012 6.37170 0.67585 -0.01 0.00 0.00 -0.010
C 6.34045 6.66743 5.14097 0.02 -0.01 0.07 -1.583
Cl 5.75282 8.13660 5.92140 0.00 0.00 -0.04 0.527
Cl 8.08744 6.51926 5.31608 -0.01 0.00 -0.05 0.521
Cl 5.52156 5.24299 5.78860 0.00 0.00 -0.03 0.518
H 6.11430 6.73371 4.08535 0.00 -0.02 0.00 -0.064
C 10.07566 10.61929 1.36864 0.09 0.00 0.10 -1.556
Cl 10.96707 9.43096 0.41231 -0.03 0.01 -0.05 0.506
Cl 9.77178 10.01477 2.99794 -0.01 -0.02 -0.03 0.513
Cl 10.94527 12.15162 1.42330 -0.03 0.00 -0.02 0.535
H 9.12155 10.78898 0.88756 0.00 -0.02 -0.01 0.009
C -0.91794 -6.05667 2.91759 0.13 -0.03 0.20 -1.544
Cl -1.34905 -4.98363 4.24441 -0.05 -0.02 -0.05 0.552
Cl -1.21749 -5.25933 1.35760 0.05 -0.04 -0.07 0.539
Cl 0.75689 -6.56802 3.03101 -0.06 -0.01 -0.05 0.565
H -1.54952 -6.93442 2.96746 -0.03 0.02 -0.05 -0.010
C 4.70753 -4.43606 -4.34226 0.06 0.14 0.04 -1.537
Cl 4.51835 -3.07345 -5.44319 -0.01 -0.03 0.00 0.533
Cl 5.76357 -4.01694 -2.99783 -0.02 -0.03 -0.02 0.539
Cl 3.12875 -4.97701 -3.74837 0.20 -0.25 -0.14 0.554
H 5.15775 -5.25485 -4.88754 -0.03 -0.02 0.00 0.015
C -12.23112 0.90073 1.45506 -0.05 0.08 0.02 -1.535
Cl -11.52618 1.21156 3.04429 -0.22 -0.01 -0.16 0.518
Cl -13.51944 2.04757 1.10489 0.02 -0.03 0.00 0.547
Cl -10.98596 0.95311 0.20047 0.03 -0.05 0.00 0.499
H -12.65659 -0.09388 1.46250 0.01 0.00 -0.01 0.013
C -1.12360 -11.48309 0.20838 0.02 -0.06 -0.02 -1.568
Cl -0.86867 -10.60218 1.71890 0.07 -0.01 0.08 0.493
Cl 0.23036 -11.23356 -0.89350 -0.03 0.04 -0.01 0.527
Cl -1.37566 -13.19657 0.51971 -0.02 0.04 0.00 0.548
H -2.01615 -11.08859 -0.26103 0.00 0.02 0.01 -0.021